[1]
57
Properties=species:S:1:pos:R:3 method="wB97M-V/def2-TZVPD" e_tot_ha=-2361.98089 orbital_gap_ha="0.2592 / 0.1831" spin_multiplicity=3 lumo_ev="0.135 / -3.394" relative_energy_kj_mol=221.09 s_squared=2.02
H 2.36813 -1.68106 2.21961
H -4.37243 0.72088 -2.58209
H 2.49463 -3.30883 -1.77178
C 1.60993 0.37235 -2.18650
C -1.96212 -1.49451 0.26169
C -1.54148 -0.42194 1.15337
C 0.68565 -0.80241 -2.39004
P 0.96235 1.39594 -0.70791
C 2.00111 2.55849 0.24420
S 1.38627 0.96877 3.02931
Pd 2.91406 -0.20811 0.24422
H 2.39681 -3.38264 0.00723
H -1.38095 1.65779 1.53673
H -1.22812 -3.04474 -1.65440
H -0.45773 -0.50486 1.23528
H -4.36795 -0.23123 0.31732
H -0.31074 2.39124 -2.72136
C 0.75367 0.67687 4.72066
H -1.34903 -2.40718 0.34362
C -2.92937 -1.46323 -0.65487
H 3.81866 -0.39431 2.39210
H 0.94129 -1.51475 -3.20341
H -2.13772 1.76684 -2.57879
H 2.18864 3.46896 -0.32761
H 3.93137 -1.92291 1.23136
H -0.35126 -0.49283 -2.59786
P 0.87170 -1.77940 -0.79080
H 1.65588 0.92960 -3.12718
F 1.46935 -0.37978 5.17890
H 0.19650 3.70404 -1.66982
H -3.00936 -2.25568 -1.38876
C -3.88799 0.82275 -1.57839
H -3.09898 1.11546 1.21370
H 0.26851 -3.46995 -2.53744
C -2.49276 1.35620 -1.64287
H 1.37424 2.84884 -2.66005
H -4.95401 -1.00621 -1.21416
H -4.41500 1.58569 -0.96823
C 2.45289 -2.69514 -0.84795
C 0.48981 2.70811 -2.02696
O 1.17115 -0.35203 2.44707
O 2.71988 1.45169 3.32801
H -0.06037 -4.15016 -0.90332
F 1.00654 1.74199 5.48178
H -1.83631 -0.70913 2.18258
F -0.55849 0.37226 4.81487
H 3.30751 -1.98038 -0.59500
C 3.30254 -1.19866 1.82577
C -2.04401 1.04880 0.88456
H 2.95093 2.09453 0.55548
H -1.35906 2.69900 -0.40311
H 2.62394 0.03457 -1.86589
C -4.07179 -0.52306 -0.72572
H 1.43375 2.81029 1.16060
C -0.15380 -3.24925 -1.53630
O 0.55434 1.96047 2.35097
C -1.97117 1.76200 -0.50245

***

[2]
111
Properties=species:S:1:pos:R:3 method="wB97M-V/def2-TZVPD" e_tot_ha=-3167.58489 orbital_gap_ha="0.1953 / 0.1631" lumo_ev="3.613 / 3.615" relative_energy_kj_mol=138.65 total_charge=-2
H -0.43446 0.38737 2.95541
H -2.31602 0.62908 1.44882
N -1.15125 -2.59415 -0.83770
H 2.45539 0.24509 4.24747
C 3.68739 3.95360 -0.66483
C 5.10103 6.20985 -1.53365
C -1.52499 0.81518 4.75547
H -0.00139 5.81032 -2.80031
N 0.18366 -0.82855 -2.65895
C 1.09957 -3.55015 -0.60838
H 4.83896 0.40408 1.27251
H 0.31988 -2.37380 6.10123
C 5.99385 -0.48593 -0.29147
N 1.61961 -2.20137 -0.59873
H 3.72728 7.87892 -3.05577
H 6.50632 -1.15518 0.38935
H -3.30030 -0.33585 8.50560
H -0.34523 2.65826 2.20102
H 5.81179 0.33070 -3.56766
C 3.03540 2.37670 1.66763
H -1.86450 0.66313 8.94159
H -1.97917 -2.34427 -0.31253
Rb -0.30930 0.10612 0.08430
H 1.98429 -1.04486 -3.76488
C -0.63975 0.07488 3.96708
C 2.71648 1.20185 2.35457
C 2.33608 -1.71923 -1.74899
H 1.68315 -4.22261 0.03430
H 2.90735 2.31309 5.54546
C -0.36498 -3.59254 -0.15346
C 0.99427 -1.82159 3.52805
C -3.16784 -0.04376 1.31290
C 5.04314 0.39825 0.20974
C 0.01061 -1.05734 4.43202
C -4.34017 0.54670 2.10466
C -1.09173 -1.42462 -3.02757
C 2.98183 4.93442 -1.44372
H -3.67887 2.52814 1.55518
H -0.38874 -3.35539 0.91196
H -2.01451 1.70153 4.37256
C -1.37707 -2.72584 -2.25850
O -2.55666 0.86581 7.01099
C -1.09321 3.20747 1.61934
P 2.93520 2.33671 -0.15789
C 5.00954 4.14608 -0.33467
N -2.77655 -1.39272 1.73135
H -3.56334 -1.99976 1.51949
H 3.46900 4.46810 1.88915
C -2.34113 0.05912 8.15966
C -0.20561 -1.49899 5.74372
C 6.27825 -0.51723 -1.64641
H -0.73323 -3.52493 -2.64267
H -6.18193 -0.38464 -1.00572
H 1.17936 -3.94882 -1.62557
H 5.52874 3.39727 0.25246
N -6.95272 1.78372 0.85561
H 5.63463 7.08450 -1.89351
C 1.05955 5.82953 -2.55505
H -2.59049 -1.42603 2.72853
H 2.76798 -0.74908 -1.49268
H -4.09850 0.44413 3.16915
C 1.41029 -1.53957 -2.96940
H -0.74390 -4.62395 -0.28714
C 5.60320 0.34533 -2.50431
C -1.72828 0.35019 6.03049
H 3.38440 4.42974 4.34555
H -8.31494 -1.11125 1.09713
O -2.82839 0.52295 -1.00529
C 3.12831 7.04092 -2.71328
C 1.58383 4.83372 -1.76286
H -7.20638 1.95126 1.82040
H 2.01922 -1.96189 0.29918
H -5.59334 3.27721 0.30235
H -5.22328 1.67820 -0.29003
H 0.21986 0.14735 -2.91844
H 7.01280 -1.21137 -2.03650
C 5.72645 5.28089 -0.75439
C 2.94687 2.33089 4.46280
C -1.08566 -0.77649 6.50601
H -7.84337 -0.44614 -1.24129
C -5.57710 2.22183 0.58431
H -2.40823 -3.02458 -2.48855
C 2.69466 1.17219 3.74133
H -8.41633 0.15997 2.09912
C -3.49717 -0.15921 -0.20237
C -7.26521 0.46360 0.46531
H 2.45125 0.28985 1.82681
C 3.21748 3.51391 3.79035
H 6.76667 5.39319 -0.47224
C 4.35389 1.25699 -0.63973
H 1.14670 -2.52723 -3.36186
H -1.44386 4.07846 2.17622
O -1.48794 -1.01949 7.81181
O 0.96329 -1.51729 2.30750
C 3.26575 3.53818 2.40280
C 3.74085 6.05951 -1.89281
N -8.40080 -0.10271 1.12065
C 4.64890 1.21402 -2.00634
H -5.05652 2.52240 2.63937
C 1.81255 6.91841 -3.05056
O 1.71752 -2.65944 4.09554
H 1.33577 7.66416 -3.67995
H 4.11449 1.87115 -2.68533
H -1.87482 -0.70913 -2.76819
I -0.19354 3.72542 -0.28977
N -7.07196 0.09930 -0.87244
H -5.22693 -0.06552 1.90855
C -4.62443 2.01651 1.76559
H -1.16930 -1.63957 -4.10925
H 3.17974 -2.36426 -2.06272
O -4.40374 -0.99073 -0.47301

***

[3]
52
Properties=species:S:1:pos:R:3 method="wB97M-V/def2-TZVPD" e_tot_ha=-2812.10747 orbital_gap_ha="0.2521 / 0.2097" spin_multiplicity=2 lumo_ev="-9.710 / -11.108" relative_energy_kj_mol=19.45 s_squared=0.77 total_charge=+3
O 4.93254 -0.53561 -6.29663
H 2.93273 0.81661 -1.17376
C 2.35562 -0.84747 -4.00805
F 1.12195 -2.16737 0.22398
W 0.39748 -0.42911 0.43801
O -0.87084 -1.38982 -0.71294
C 3.95915 -0.82647 -5.81824
H -1.59911 4.74556 1.24260
H -2.04550 0.48413 0.97620
F 1.10039 1.34552 0.45653
C -1.97342 -2.14413 3.82116
N -1.22859 0.67705 1.55926
O 2.88907 -1.17593 -5.36069
C -1.41094 -1.33208 2.86176
C 3.04142 0.00282 -3.17733
N 1.32468 -0.40513 -1.60005
H -1.84879 2.51677 2.32396
C -1.05789 2.15329 1.66380
F 2.29036 -2.64282 2.72335
N -0.76554 -1.81376 1.78050
C 2.46718 0.19642 -1.92609
C 0.68474 -1.18678 -2.46489
I -1.06240 1.78848 -3.89684
C -0.99593 2.14781 -0.87495
O -1.28948 -2.49251 -2.61816
C -1.45288 4.19840 0.31917
H -2.55700 0.43709 3.17476
F 1.89778 -0.83641 4.73993
H -2.47195 -1.69679 4.67053
C -1.18504 2.83852 -2.11989
C -1.15586 2.86784 0.34867
C -1.53656 0.15005 2.91558
C -1.59788 4.88116 -0.91488
C -1.46730 4.17338 -2.13142
C -1.90689 -3.51830 3.66178
H -0.85907 0.59671 3.64056
C -1.31544 -4.02038 2.51446
H 3.97266 0.49232 -3.43220
H -2.33042 -4.18046 4.40517
C -0.61345 -1.77188 -1.96121
Sb 2.84807 -0.89488 3.11581
I -2.03837 6.85359 -0.93280
H -0.28317 -3.52783 0.71469
O -0.76231 0.88158 -0.90634
H -1.27310 -5.08184 2.31841
H -0.10465 2.33834 2.15768
F 2.40719 -0.46399 0.69698
H -1.60196 4.70079 -3.06628
F 0.98917 -0.14697 2.45336
C -0.75885 -3.15175 1.60262
C 1.17124 -1.46981 -3.72978
H 0.63715 -2.13399 -4.39786

***

[4]
7
Properties=species:S:1:pos:R:3 method="wB97M-V/def2-TZVPD" e_tot_ha=-1474.54338 orbital_gap_ha="0.1171 / 0.1173" lumo_ev="-4.707 / -4.834" relative_energy_kj_mol=376.84
H 0.49153 0.12468 -0.84758
C -1.49840 -0.60063 0.07165
H 0.21072 1.15683 0.50986
S -1.58625 -2.02650 -0.69953
P 0.32676 -0.14914 0.56774
S -2.29577 0.72450 0.44507
I 4.35141 0.77025 -0.04721

***

[5]
65
Properties=species:S:1:pos:R:3 method="wB97M-V/def2-TZVPD" e_tot_ha=-3313.89734 orbital_gap_ha="0.2210 / 0.2211" lumo_ev="0.089 / 0.321"
C 1.80702 3.05575 -0.51138
H 4.18802 1.90335 0.08210
C -0.64857 0.86092 2.67436
H 3.56105 -2.13303 0.58385
H -1.47741 -2.53785 2.62750
C -2.95374 2.53221 -1.11441
H -3.67582 2.26910 -3.12388
H 2.78507 3.53569 1.31931
H 2.64029 3.38417 -1.14247
C 2.31583 2.65166 0.88029
H 2.36535 -1.13057 -1.32107
H -1.59181 1.57442 4.44941
H 1.93364 -0.75418 -3.85957
H -2.21910 -0.21107 0.65910
C 0.36085 1.10718 1.65803
H 0.49636 -0.55577 -4.85293
H 2.57707 -2.85620 -1.64458
C -0.02760 -4.87581 0.00441
H -1.94896 2.59352 -2.99707
H -0.17774 -1.73540 1.72242
C 2.49063 -2.31335 0.46799
N 0.60657 0.29609 0.60664
H -2.03209 -0.35973 3.68166
C -2.77848 2.04885 -2.54312
As 0.15609 -2.24183 -1.35732
H -0.99007 3.03742 -0.75285
C 0.31695 -2.10965 -3.32727
H 1.32471 2.20516 -0.98927
C 1.18586 2.28532 1.83304
C 0.84302 -0.76307 -3.83812
H 0.58798 -4.61678 -2.07168
H -3.32222 -1.15366 1.71034
H 1.59122 4.01897 3.00416
H -2.14800 0.31043 -3.46061
C -1.54131 -0.37224 2.70504
N -2.43052 0.62177 -2.54113
H -0.20587 3.60395 4.64984
C -0.77440 -1.69778 2.62637
H 0.98308 -2.90881 -3.65790
H -3.23188 0.06664 -2.27157
H -1.12504 -4.33920 -1.77770
H 2.28369 -3.31853 0.83370
H -3.25454 0.61877 1.81905
H -0.66884 -2.33713 -3.73657
N -1.68272 2.38318 -0.40928
H -3.69560 1.90588 -0.61409
H 0.53513 0.06328 -3.20101
H -0.10590 -1.80923 3.48493
H 2.96903 0.64837 0.39719
C 3.40367 1.57457 0.77053
H 1.95956 -1.59972 1.09832
C 0.96226 3.13947 2.90011
H -0.43936 -5.88598 -0.04114
H -0.57816 -4.32523 0.77031
H 1.00665 -4.96069 0.33528
H 3.86099 1.38022 1.74448
C 2.08156 -2.13207 -0.99359
C -0.83006 1.77725 3.70138
C -0.04865 2.91666 3.82716
H -3.33440 3.55567 -1.12043
C -0.12566 -4.19422 -1.36214
H -1.75454 2.51380 0.59289
Pd -0.79736 0.18908 -0.80926
C -2.65793 -0.28584 1.65953
H 1.09510 3.88581 -0.43733

***

[6]
12
Properties=species:S:1:pos:R:3 method="wB97M-V/def2-TZVPD" e_tot_ha=-356.61686 orbital_gap_ha=0.2793 lumo_ev=-0.605 relative_energy_kj_mol=631.47
H -1.10128 -1.98906 0.83282
C -0.35296 -0.84464 -0.63557
O 0.99776 1.99232 1.17569
N -0.12601 -1.40547 0.72417
H -1.09879 -0.51951 -2.33508
N -0.91302 -1.44690 -1.64315
H 0.48925 0.00379 2.46449
C 0.33922 -0.16189 1.39573
C 0.45345 0.83907 0.52232
N 0.32685 0.42371 -0.85506
H -0.42573 0.89677 -1.46462
H 1.41128 2.21181 -0.18173

***

[7]
111
Properties=species:S:1:pos:R:3 method="wB97M-V/def2-TZVPD" e_tot_ha=-4467.90099 orbital_gap_ha="0.2855 / 0.2876" spin_multiplicity=2 lumo_ev="-6.359 / -6.302" s_squared=0.75 total_charge=+3
H 3.50298 0.30673 -5.50462
C -0.91335 -3.37697 -4.44077
C 0.90985 5.41258 1.93953
H 0.99837 2.91287 4.22083
H -2.16797 -5.98987 2.89366
N -5.11856 2.39355 -1.10483
H -2.12246 1.02292 -3.81806
C 3.17335 2.41200 -1.44790
H -3.69141 3.72886 -1.76149
H -2.54151 -4.44130 -3.54193
H -4.47539 1.30057 -3.40354
C -1.47101 0.81702 3.67018
C 3.60674 3.49911 -0.69864
N -6.70469 0.96364 -0.23227
C -2.98476 -0.17775 -1.28165
H 1.30725 -1.57035 -2.68518
C 0.14824 2.75822 2.23254
C 2.73118 1.20802 0.58595
H 6.99696 -1.28958 1.51714
O -4.15495 -0.20608 -1.58098
C 0.78605 3.42421 3.28405
H 4.00375 4.27257 1.27183
C -2.73355 1.55573 5.58602
H -7.78264 1.24636 -2.50364
P 2.21709 -0.29244 1.36376
H 3.94623 4.39978 -1.19948
H -3.80878 2.71213 -4.21644
C 4.04060 -0.43839 -4.92193
N -0.86884 -3.02624 0.79000
C -3.83109 2.16651 -3.27026
H -4.61507 2.26208 -0.24659
C -3.11608 -0.63965 4.66406
H -6.62128 2.32636 -3.15481
C -1.78727 -5.16314 2.30170
H 1.85300 0.73545 3.50284
H -6.15093 0.81152 0.59159
H 1.65956 5.26576 3.95085
C 4.59781 -2.89231 3.31323
O -0.78681 0.46147 1.05287
C 4.11338 -1.71628 -2.97521
N -6.92161 1.75104 -2.39002
C -1.69823 -3.77082 -3.39384
H -0.30933 -4.52200 3.75795
Ti -0.51546 -1.23940 -0.21580
H 5.02384 -0.04104 0.72099
C 1.16299 4.74945 3.13600
H -1.14736 -3.71062 -5.44581
H -1.27033 2.75952 4.59157
H -5.17004 3.76235 -2.67434
H -1.96301 -1.15019 2.93885
C 2.73306 1.26025 -0.80973
H -2.96423 2.31864 6.32265
H -3.64426 -1.58727 4.68647
C 5.85889 -2.56322 2.82077
C 3.63662 -1.16102 1.93961
H 3.25528 2.23037 2.42230
C 0.20657 -2.57319 -4.20053
C -0.36319 -3.30401 2.01668
C 3.20995 2.28238 1.33772
C 4.90365 -0.83551 1.44685
S 3.55202 -2.26687 -1.49322
H 6.78588 -2.35914 -4.91104
C 0.44030 -2.16601 -2.92760
C -0.76836 -4.34458 2.79283
H -4.14301 0.14775 6.38063
C -4.44648 3.09074 -2.21493
C -2.15913 -0.40286 3.68993
C 1.23810 0.14264 2.82119
C -6.23546 1.69188 -1.24820
C -3.39695 0.33802 5.61466
C -1.38074 -3.32461 -2.10880
H 0.87899 -2.28079 -4.99412
H 0.94890 -0.77284 3.33345
H -1.73574 2.56237 -3.04915
P -0.27906 1.04323 2.37061
N 5.29171 -2.22848 -3.47216
N -2.14255 -3.78981 -1.04235
C -1.75969 -3.88720 0.28688
H 2.44446 0.39159 -1.38818
C -1.77094 1.80097 4.61417
H -0.47479 0.13253 -2.65095
H -7.52753 0.39984 -0.33889
H -2.13044 1.66740 -0.84929
H -3.03233 -5.58866 0.61997
C 5.85334 -1.87570 -4.64866
H 0.40578 -2.63279 2.35422
H 4.48678 -3.68845 4.04022
C 0.27586 4.75394 0.88901
C -2.27642 -4.93961 1.04734
O 1.30892 -1.10934 0.41296
H 5.65400 -0.64628 -6.37309
N 3.48261 -0.78341 -3.76703
H 6.72830 -3.10843 3.16877
C 5.24063 -0.95654 -5.42491
H 5.73927 -2.91676 -2.88564
C -2.39731 1.69122 -2.99659
C 6.01143 -1.54002 1.89363
H 1.21207 6.44894 1.82477
N -0.35966 -2.49548 -1.87888
H 0.08322 5.27844 -0.04238
N -0.65491 0.45836 -1.71300
C -2.06133 0.97632 -1.68828
O -2.37748 -1.06840 -0.51589
C 3.48803 -2.19243 2.87647
H 2.51142 -2.45328 3.27430
H 0.01335 1.19789 -1.53621
H -0.58003 2.89352 0.21291
C 3.63476 3.43243 0.69272
H -2.88666 -4.40721 -1.30513
H 3.20367 2.45018 -2.53077
C -0.10458 3.42450 1.03301

***

[8]
7
Properties=species:S:1:pos:R:3 method="wB97M-V/def2-TZVPD" e_tot_ha=-741.85944 orbital_gap_ha=0.2872 lumo_ev=4.092 relative_energy_kj_mol=528.14 total_charge=-1
N 0.75778 -0.87760 -0.39310
O -0.68150 1.21359 -1.14950
O 0.68391 -0.08691 -2.75047
S 0.15873 0.06502 -1.37606
H -0.84798 0.60172 1.66992
C -0.53975 -0.45866 1.55282
F 0.46881 -0.45715 2.44639

***

[9]
34
Properties=species:S:1:pos:R:3 method="wB97M-V/def2-TZVPD" e_tot_ha=-902.32039 orbital_gap_ha="0.2656 / 0.2656" lumo_ev="-0.618 / -0.604" relative_energy_kj_mol=127.81
O -2.89217 -1.67310 -0.12893
N 0.83714 -1.18423 0.19046
H -5.03547 -0.03538 -1.00996
C -2.09794 0.67255 -1.68417
H -4.74060 1.34208 0.02337
C 3.83705 1.11944 -0.03054
C 0.02832 -2.33741 0.26594
P -2.74793 -0.18283 -0.13323
H 4.06965 -1.78353 0.17412
H 1.51629 3.10603 0.20407
H -0.12665 -2.78545 1.28998
H 0.97567 2.73097 1.86393
H -2.14536 1.80300 -1.52022
H -0.23118 2.67682 0.62277
H -1.01722 0.26988 -1.85919
H 2.67791 -2.90553 -0.17069
C 1.20091 1.07059 0.37430
H 4.54569 0.74510 0.78157
H -2.75760 0.44445 -2.44502
H 3.67243 2.20935 0.17674
C 2.41100 0.47757 0.04088
H -1.79946 1.43465 1.41397
H -2.00453 -0.38159 2.03210
C 0.81779 2.48969 0.75810
C 3.16632 -2.00124 -0.49946
H 4.23074 0.91019 -0.92990
H -5.04841 -0.38850 0.60471
C 0.28442 0.07204 0.37583
C -2.00193 0.42259 1.32631
H 0.38271 -3.23551 -0.27108
C -4.57430 0.26474 -0.13523
H -1.09096 -2.33817 -0.07772
H 3.48403 -2.14488 -1.55899
C 2.17365 -0.88439 -0.06478